(1)
This record from OMol25 describes 3 unconnected molecules or ions with the total composition C2H11NO2 at a distorted geometry. The level of theory is the ωB97M-V functional and the def2-TZVPD basis.

Last columns: bonded neighbours and bond lengths (Å).
Element x y z (Å)
1 O -2.6905 0.4854 -3.0518  H6 0.964, H10 0.965
2 O -5.5967 1.2930 0.4322  H8 0.966, H13 0.969
3 N 2.4493 0.7081 0.0285  C4 1.460, H14 1.013, H16 1.001
4 C 1.7878 -0.4205 0.6760  N3 1.460, C5 1.526, H9 1.087, H15 1.086
5 C 2.8217 -1.4478 1.1272  C4 1.526, H7 1.091, H11 1.096, H12 1.092
6 H -3.1972 -0.2853 -3.3333  O1 0.964
7 H 3.6995 -1.0011 1.5973  C5 1.091
8 H -4.8485 0.9763 -0.0903  O2 0.966
9 H 1.3266 -0.0758 1.5978  C4 1.087
10 H -2.1874 0.1634 -2.2942  O1 0.965
11 H 2.3833 -2.0916 1.8984  C5 1.096
12 H 3.1916 -2.1082 0.3398  C5 1.092
13 H -5.3283 2.1826 0.7087  O2 0.969
14 H 1.8048 1.4814 -0.0843  N3 1.013
15 H 1.0925 -0.8987 -0.0083  C4 1.086
16 H 3.2916 1.0387 0.4564  N3 1.001

The total energy comes out at -7837.09501 eV. Its orbital gap is 9.53 eV. The highest occupied orbital energy comes out at -9.153 eV. Its multiplicity is 1. Its SMILES is CCN.O.O.


(2)
This record from OMol25 describes 4 unconnected molecules or ions with the total composition C2H11NO3 at a distorted geometry. The level of theory is the ωB97M-V functional and the def2-TZVPD basis.

Last columns: bonded neighbours and bond lengths (Å).
Element x y z (Å)
1 O 2.6892 -5.3672 -0.7080  H9 0.959, H16 0.969
2 O 1.7018 0.7546 -3.8175  H13 0.963, H15 0.966
3 O -2.4119 4.4434 4.9003  H12 0.962, H17 0.963
4 N -0.6564 0.8090 -0.4735  C5 1.248, C6 1.436
5 C 0.4511 0.5861 0.0570  N4 1.248, H8 1.102, H10 1.085
6 C -1.6687 -0.2092 -0.4767  N4 1.436, H7 1.099, H11 1.081, H14 1.097
7 H -1.6827 -0.6907 -1.4649  C6 1.099
8 H 0.6996 -0.4099 0.4569  C5 1.102
9 H 3.3400 -5.9454 -1.1099  O1 0.959
10 H 1.1090 1.4125 0.3045  C5 1.085
11 H -2.6434 0.2294 -0.3173  C6 1.081
12 H -1.6613 4.3365 5.4926  O3 0.962
13 H 1.6899 1.4055 -3.1082  O2 0.963
14 H -1.5134 -1.0321 0.2323  C6 1.097
15 H 0.7942 0.4242 -3.8319  O2 0.966
16 H 1.9245 -5.8907 -0.4247  O1 0.969
17 H -2.1616 5.1442 4.2891  O3 0.963

The total energy comes out at -9883.70596 eV. Its orbital gap is 10.56 eV. The highest occupied orbital energy comes out at -9.710 eV. Its multiplicity is 1. Its SMILES is C=NC.O.O.O.


(3)
This record from OMol25 describes 3 unconnected molecules or ions with the total composition C2H11NO3 at a distorted geometry. The level of theory is the ωB97M-V functional and the def2-TZVPD basis.

Last columns: bonded neighbours and bond lengths (Å).
Element x y z (Å)
1 O 1.8735 -0.4787 -1.6588  C6 1.445, H12 0.970
2 O -4.8919 2.6306 0.2652  H11 0.964, H13 0.957
3 O -0.9512 0.0670 -2.6771  H15 0.953, H16 0.955
4 N 2.1597 -1.0019 0.7761  C5 1.445, C6 1.475, H9 1.012
5 C 1.5144 -0.9358 2.0668  N4 1.445, H7 1.084, H10 1.104, H14 1.121
6 C 1.2729 -0.6916 -0.3616  O1 1.445, N4 1.475, H8 1.101, H17 1.110
7 H 2.1419 -1.2627 2.8885  C5 1.084
8 H 0.6149 -1.5618 -0.5067  C6 1.101
9 H 2.7044 -1.8289 0.5682  N4 1.012
10 H 0.5398 -1.4376 2.2017  C5 1.104
11 H -4.7542 3.4343 -0.2483  O2 0.964
12 H 2.7456 -0.8890 -1.5462  O1 0.970
13 H -5.3250 2.8128 1.0984  O2 0.957
14 H 1.2584 0.1342 2.2836  C5 1.121
15 H -1.4732 0.7946 -2.3507  O3 0.953
16 H 0.0026 0.0726 -2.6398  O3 0.955
17 H 0.5675 0.1418 -0.1595  C6 1.110

The total energy comes out at -9883.83787 eV. Its orbital gap is 9.81 eV. The highest occupied orbital energy comes out at -9.005 eV. Its multiplicity is 1. Its SMILES is CNCO.O.O.


(4)
This record from OMol25 describes 4 unconnected molecules or ions with the total composition C2H11NO4 at a distorted geometry. The level of theory is the ωB97M-V functional and the def2-TZVPD basis.

Last columns: bonded neighbours and bond lengths (Å).
Element x y z (Å)
1 O -0.9497 4.3744 -0.6135  H9 0.939, H14 0.944
2 O -1.3392 1.5785 -0.2275  C6 1.221
3 O 2.3936 -1.5856 1.1772  H11 0.965, H12 0.938
4 O 0.7778 -2.3663 -1.9817  H15 0.959, H16 0.960
5 N 0.1303 0.4543 1.0399  C6 1.357, H13 1.000, H18 1.002
6 C -0.9671 0.5161 0.2448  O2 1.221, N5 1.357, C7 1.522
7 C -1.6825 -0.8172 0.0785  C6 1.522, H8 1.084, H10 1.103, H17 1.087
8 H -2.0949 -1.2466 0.9843  C7 1.084
9 H -1.8240 4.1062 -0.3997  O1 0.939
10 H -0.9181 -1.5065 -0.3187  C7 1.103
11 H 2.7187 -2.4204 1.5352  O3 0.965
12 H 3.1237 -0.9989 1.2196  O3 0.938
13 H 0.6454 1.3100 1.0791  N5 1.000
14 H -0.3702 3.6560 -0.8099  O1 0.944
15 H 1.0585 -1.6256 -2.5214  O4 0.959
16 H 1.3005 -2.2937 -1.1793  O4 0.960
17 H -2.3168 -0.7131 -0.7975  C7 1.087
18 H 0.3141 -0.4216 1.4904  N5 1.002

The total energy comes out at -11932.90069 eV. Its orbital gap is 9.95 eV. The highest occupied orbital energy comes out at -9.822 eV. Its multiplicity is 1. Its SMILES is CC(N)=O.O.O.O.


(5)
This record from OMol25 describes 4 unconnected molecules or ions with the total composition C2H11NO4. The level of theory is the ωB97M-V functional and the def2-TZVPD basis.

Last columns: bonded neighbours and bond lengths (Å).
Element x y z (Å)
1 O -1.3683 0.6665 -1.5856  C6 1.211
2 O 3.0991 -0.7401 -0.5647  H9 0.979, H15 0.960
3 O -3.3030 0.4049 0.2321  H10 0.967, H16 0.987
4 O 1.7571 1.1208 0.9291  H12 1.013, H14 0.966
5 N -0.4194 -0.3558 1.0918  C7 1.482, H17 1.019, H18 1.014
6 C -0.3240 0.1398 -1.2699  O1 1.211, C7 1.510, H11 1.100
7 C -0.2500 -0.9682 -0.2472  N5 1.482, C6 1.510, H8 1.093, H13 1.086
8 H -1.0852 -1.6451 -0.4445  C7 1.093
9 H 2.8662 0.0409 -0.0230  O2 0.979
10 H -4.2070 0.6411 -0.0160  O3 0.967
11 H 0.6016 0.5674 -1.6818  C6 1.100
12 H 0.9665 0.6060 1.2971  O4 1.013
13 H 0.7057 -1.4820 -0.2842  C7 1.086
14 H 2.1276 1.5822 1.6924  O4 0.966
15 H 3.5242 -0.4005 -1.3559  O2 0.960
16 H -2.7678 0.6106 -0.5719  O3 0.987
17 H -1.2134 0.2825 1.0528  N5 1.019
18 H -0.7098 -1.0709 1.7494  N5 1.014

The total energy comes out at -11932.40188 eV. Its orbital gap is 10.89 eV. The highest occupied orbital energy comes out at -10.351 eV. Its multiplicity is 1. Its SMILES is NCC=O.O.O.O.


(6)
This record from OMol25 describes 4 unconnected molecules or ions with the total composition C2H11NO4 at a distorted geometry. The level of theory is the ωB97M-V functional and the def2-TZVPD basis.

Last columns: bonded neighbours and bond lengths (Å).
Element x y z (Å)
1 O -0.4125 1.9391 2.0079  H14 0.958, H17 0.960
2 O -0.7802 -0.7551 -2.1488  C7 1.182
3 O 1.2702 -2.9007 -0.6262  H11 0.960, H12 0.965
4 O -2.1230 1.7538 -0.2942  H15 0.978, H16 0.967
5 N 0.9439 -0.1803 0.8245  C6 1.452, H10 1.028, H13 1.042
6 C 0.8150 -0.0300 -0.6139  N5 1.452, C7 1.589, H8 1.108, H9 1.086
7 C -0.6857 -0.3023 -1.0614  O2 1.182, C6 1.589, H18 1.140
8 H 1.3973 -0.7820 -1.1828  C6 1.108
9 H 1.0153 0.9583 -1.0168  C6 1.086
10 H 0.6870 -1.1460 1.0656  N5 1.028
11 H 0.8389 -2.4394 -1.3492  O3 0.960
12 H 1.2069 -3.8258 -0.8949  O3 0.965
13 H 1.9546 -0.1718 1.0782  N5 1.042
14 H -0.6238 2.1832 2.9097  O1 0.958
15 H -1.5887 2.0322 0.4761  O4 0.978
16 H -2.3140 2.6177 -0.6837  O4 0.967
17 H -0.0524 1.0572 1.8873  O1 0.960
18 H -1.5488 -0.0082 -0.3773  C7 1.140

The total energy comes out at -11922.53156 eV. As for the net charge: +1. Its orbital gap (alpha / beta) is 9.79 / 5.89 eV. The highest occupied orbital energy (alpha / beta) comes out at -15.140 / -15.131 eV. Its multiplicity is 2.


(7)
This record from OMol25 describes 4 unconnected molecules or ions with the total composition C2H11NO5 at a distorted geometry. The level of theory is the ωB97M-V functional and the def2-TZVPD basis.

Last columns: bonded neighbours and bond lengths (Å).
Element x y z (Å)
1 O -1.4643 2.9499 -2.4749  H13 0.968, H19 0.974
2 O 0.4854 -2.4793 5.1651  H10 0.959, H12 0.958
3 O 0.3553 -1.3611 -0.2234  C8 1.362, H9 0.961
4 O 0.1694 0.8097 -0.6886  C8 1.208
5 O 1.9435 2.6957 2.5724  H11 0.970, H18 0.980
6 N -0.4719 -0.8158 -2.2189  C7 1.466, C8 1.356, H17 1.022
7 C -1.1671 -2.1035 -2.3011  N6 1.466, H14 1.085, H15 1.101, H16 1.095
8 C 0.0041 -0.3328 -1.0447  O3 1.362, O4 1.208, N6 1.356
9 H 0.5863 -1.0703 0.6632  O3 0.961
10 H -0.2842 -1.9387 5.3532  O2 0.959
11 H 2.5324 2.1524 2.0260  O5 0.970
12 H 0.8533 -2.2800 4.3033  O2 0.958
13 H -0.9609 3.6909 -2.1089  O1 0.968
14 H -2.1016 -1.9352 -2.8250  C7 1.085
15 H -1.5601 -2.4868 -1.3471  C7 1.101
16 H -0.5810 -2.8150 -2.8913  C7 1.095
17 H -0.7672 -0.1344 -2.9204  N6 1.022
18 H 2.2382 3.5620 2.2206  O5 0.980
19 H -1.5661 2.5058 -1.6139  O1 0.974

The total energy comes out at -13980.21945 eV. Its orbital gap is 10.38 eV. The highest occupied orbital energy comes out at -10.165 eV. Its multiplicity is 1. Its SMILES is CNC(=O)O.O.O.O.


(8)
This record from OMol25 describes 4 unconnected molecules or ions with the total composition C2H11NO5 at a distorted geometry. The level of theory is the ωB97M-V functional and the def2-TZVPD basis.

Last columns: bonded neighbours and bond lengths (Å).
Element x y z (Å)
1 O 0.1180 3.1716 -0.6717  H15 0.964, H18 0.972
2 O 2.2735 0.1613 0.7121  C8 1.204
3 O -0.5472 -0.1104 -1.7901  H10 0.963, H12 0.966
4 O -3.0659 -3.6157 -3.2646  H11 0.971, H14 0.972
5 O 2.6451 -0.1707 2.8915  C8 1.331, H16 0.967
6 N -0.5269 0.0326 1.0924  C7 1.434, H13 1.009, H19 1.001
7 C 0.3835 0.0058 2.2007  N6 1.434, C8 1.521, H9 1.105, H17 1.155
8 C 1.8597 0.0338 1.8361  O2 1.204, O5 1.331, C7 1.521
9 H 0.1157 0.8165 2.9021  C7 1.105
10 H 0.1086 -0.1201 -2.4953  O3 0.963
11 H -3.4271 -2.7250 -3.4031  O4 0.971
12 H -1.2947 0.3628 -2.1786  O3 0.966
13 H -0.6760 0.9971 0.8357  N6 1.009
14 H -2.4798 -3.3006 -2.5564  O4 0.972
15 H 0.3869 3.6607 -1.4572  O1 0.964
16 H 3.5647 -0.4547 2.8012  O5 0.967
17 H 0.0674 -0.8974 2.8480  C7 1.155
18 H 0.8888 2.5980 -0.5255  O1 0.972
19 H -0.3942 -0.4455 0.2227  N6 1.001

The total energy comes out at -13979.77913 eV. Its orbital gap is 9.42 eV. The highest occupied orbital energy comes out at -9.110 eV. Its multiplicity is 1. Its SMILES is NCC(=O)O.O.O.O.


(9)
This record from OMol25 describes 2 unconnected molecules or ions with the total composition C2H11NSi2 at a distorted geometry. The level of theory is the ωB97M-V functional and the def2-TZVPD basis.

Last columns: bonded neighbours and bond lengths (Å).
Element x y z (Å)
1 Si 1.5533 0.4752 -0.3109  N3 1.615, C4 1.888, C5 1.906
2 Si -3.4699 0.4118 -0.0171  H6 1.462, H9 1.464, H11 1.461, H14 1.457
3 N 1.0865 1.8594 -0.9996  Si1 1.615, H10 1.012
4 C 2.4184 0.5742 1.3642  Si1 1.888, H7 1.084, H8 1.087, H16 1.089
5 C 1.4644 -1.3536 -0.8394  Si1 1.906, H12 1.089, H13 1.087, H15 1.088
6 H -2.2003 1.1085 0.1871  Si2 1.462
7 H 2.4545 1.6006 1.7108  C4 1.084
8 H 1.9034 -0.0171 2.1168  C4 1.087
9 H -3.2078 -0.9824 -0.3794  Si2 1.464
10 H 0.6454 1.8938 -1.9093  N3 1.012
11 H -4.2612 0.4354 1.2110  Si2 1.461
12 H 2.3943 -1.6640 -1.3133  C5 1.089
13 H 0.6686 -1.5043 -1.5650  C5 1.087
14 H -4.2475 1.0286 -1.0834  Si2 1.457
15 H 1.2834 -2.0283 -0.0047  C5 1.088
16 H 3.4401 0.2048 1.2959  C4 1.089

The total energy comes out at -19496.47950 eV. Its orbital gap is 9.92 eV. The highest occupied orbital energy comes out at -9.397 eV. Its multiplicity is 1. Its SMILES is C[Si](C)=N.[SiH4].


(10)
This record from OMol25 describes 4 unconnected molecules or ions with the total composition C2H11O4 at a distorted geometry. The level of theory is the ωB97M-V functional and the def2-TZVPD basis.

Last columns: bonded neighbours and bond lengths (Å).
Element x y z (Å)
1 O -0.2975 0.2789 0.0247  C6 1.398
2 O -1.8463 0.5364 -2.1153  H14 0.989, H16 1.081
3 O -0.3439 1.6804 2.2479  H11 1.046, H12 0.993
4 O -2.1562 -1.7434 0.7245  H9 1.067, H15 0.951
5 C 1.8923 -0.0140 -0.9643  C6 1.554, H7 1.155, H8 1.056, H10 1.157
6 C 0.9151 -0.3983 0.1807  O1 1.398, C5 1.554, H13 1.070, H17 1.074
7 H 2.2141 -0.7270 -1.8145  C5 1.155
8 H 2.7852 0.4154 -0.5989  C5 1.056
9 H -1.3682 -1.0689 0.4739  O4 1.067
10 H 1.4164 0.8755 -1.5304  C5 1.157
11 H -0.3571 1.1903 1.3237  O3 1.046
12 H 0.4272 2.2880 2.0994  O3 0.993
13 H 0.7485 -1.4555 0.1729  C6 1.070
14 H -2.5707 0.1903 -1.5371  O2 0.989
15 H -1.7927 -2.0235 1.5570  O4 0.951
16 H -1.0714 0.3660 -1.3811  O2 1.081
17 H 1.4053 -0.3903 1.1368  C6 1.074

The total energy comes out at -10438.46414 eV. Its orbital gap (alpha / beta) is 11.22 / 6.60 eV. The highest occupied orbital energy (alpha / beta) comes out at -10.842 / -10.788 eV. Its multiplicity is 2.